C4H5NO in the gas phase, computed with wB97M-V/def2-TZVPD.

Last column: natural (NBO) charge in e.
Atoms and positions in Å:
1 O 1.218 -0.863 0.659  -0.57
2 C 0.283 -0.374 1.263  0.53
3 N -1.024 -0.534 0.793  -0.63
4 C -0.945 -0.370 -0.670  -0.30
5 C 0.113 0.658 -0.804  0.00
6 C 0.663 1.605 -0.286  -0.26
7 H 0.451 0.244 2.158  0.13
8 H -1.736 0.053 1.216  0.38
9 H -0.772 -1.338 -1.146  0.24
10 H -1.855 0.069 -1.076  0.23
11 H 1.437 2.056 0.293  0.24

HOMO-LUMO gap: 10.60 eV
energy above the lowest of the compared OMol25 structures with the same formula, charge and spin: 329.4 kJ/mol
HOMO energy: -9.72 eV
SMILES: C#CCNC=O
F_max: 1.57 eV Å⁻¹